No. 1
{
  "formula": "C29H64FN2O6",
  "method": "ωB97M-V/def2-TZVPD",
  "elements": ["C", "C", "N", "C", "C", "C", "C", "C", "N", "C", "C", "C", "C", "O", "O", "C", "C", "F", "H", "H", "H", "H", "H", "H", "H", "H", "H", "H", "H", "H", "H", "H", "H", "H", "H", "H", "H", "H", "H", "H", "H", "H", "C", "C", "O", "C", "C", "H", "H", "H", "H", "H", "H", "H", "H", "H", "H", "C", "C", "O", "C", "C", "H", "H", "H", "H", "H", "H", "H", "H", "H", "H", "C", "C", "O", "C", "C", "H", "H", "H", "H", "H", "H", "H", "H", "H", "H", "C", "C", "O", "C", "C", "H", "H", "H", "H", "H", "H", "H", "H", "H", "H"],
  "positions_angstrom": [[-5.008, -1.979, 3.324], [-4.016, -2.309, 2.506], [-3.010, -2.710, 1.445], [-3.646, -3.850, 0.690], [-2.709, -4.536, -0.432], [-2.669, -3.726, -1.855], [-1.154, -3.247, -2.262], [-0.306, -4.381, -3.040], [1.169, -4.024, -2.891], [-2.751, -1.464, 0.632], [-4.082, -0.762, 0.021], [-3.829, -0.023, -1.406], [-5.122, -0.351, -2.336], [-6.310, -0.044, -1.938], [-4.990, -1.019, -3.605], [-1.753, -3.129, 2.172], [-1.443, -2.309, 3.529], [-0.543, -3.002, 1.341], [-6.004, -2.004, 3.926], [-4.657, -3.609, 0.201], [-3.867, -4.682, 1.483], [-3.208, -5.564, -0.684], [-1.641, -4.819, -0.049], [-3.342, -2.781, -1.730], [-3.143, -4.347, -2.703], [-1.224, -2.273, -2.907], [-0.563, -2.945, -1.311], [-0.634, -4.400, -4.156], [-0.500, -5.415, -2.544], [1.219, -2.980, -2.897], [1.670, -4.407, -3.710], [-1.974, -1.597, -0.213], [-2.286, -0.674, 1.358], [-4.973, -1.477, -0.132], [-4.433, 0.010, 0.826], [-3.666, 1.115, -1.274], [-2.908, -0.474, -1.955], [-5.357, -1.948, -3.528], [-1.880, -4.244, 2.445], [-1.453, -1.151, 3.367], [-0.333, -2.555, 3.803], [-2.068, -2.640, 4.442], [3.623, -1.280, 1.408], [2.155, -0.892, 1.361], [1.815, 0.160, 2.257], [2.474, 1.404, 2.052], [2.199, 2.020, 0.691], [3.926, -1.520, 2.431], [3.808, -2.149, 0.771], [4.265, -0.467, 1.059], [1.556, -1.757, 1.658], [1.846, -0.637, 0.341], [3.549, 1.298, 2.227], [2.100, 2.082, 2.824], [2.610, 1.409, -0.117], [2.651, 3.013, 0.622], [1.122, 2.109, 0.518], [-1.906, 3.345, 3.665], [-2.347, 3.182, 2.220], [-3.652, 2.633, 2.082], [-4.721, 3.381, 2.651], [-4.875, 4.769, 2.054], [-1.994, 2.397, 4.204], [-0.868, 3.682, 3.711], [-2.519, 4.079, 4.193], [-1.664, 2.487, 1.723], [-2.274, 4.130, 1.676], [-4.612, 3.431, 3.740], [-5.634, 2.814, 2.457], [-4.011, 5.401, 2.275], [-5.763, 5.263, 2.459], [-4.969, 4.712, 0.966], [-2.092, 2.959, -3.342], [-0.927, 2.262, -2.662], [0.049, 1.768, -3.570], [0.697, 2.733, -4.391], [1.469, 3.778, -3.604], [-2.547, 2.306, -4.093], [-2.853, 3.235, -2.607], [-1.774, 3.871, -3.852], [-1.308, 1.394, -2.116], [-0.457, 2.913, -1.917], [-0.024, 3.202, -5.067], [1.400, 2.181, -5.021], [0.803, 4.402, -3.002], [2.021, 4.435, -4.281], [2.177, 3.301, -2.919], [9.301, -1.367, 0.354], [7.833, -0.979, 0.307], [7.494, 0.073, 1.203], [8.152, 1.317, 1.000], [7.877, 1.934, -0.361], [9.604, -1.608, 1.377], [9.486, -2.236, -0.283], [9.944, -0.554, 0.005], [7.234, -1.844, 0.604], [7.524, -0.724, -0.712], [9.227, 1.211, 1.174], [7.778, 1.994, 1.773], [8.288, 1.324, -1.169], [8.329, 2.927, -0.428], [6.800, 2.023, -0.533]],
  "forces_ev_per_a": [[5.23, -2.98, -5.21], [-6.04, 1.56, 4.48], [-1.73, 1.61, 1.32], [-0.39, -3.45, -1.00], [-0.11, -0.76, -0.87], [0.46, 0.77, 0.41], [-0.42, 0.17, -0.09], [-0.27, 0.51, 0.34], [-1.51, 0.27, -0.59], [0.56, 3.31, -1.40], [-0.58, 0.41, 0.63], [0.14, -0.76, -0.88], [-4.93, 1.08, 1.24], [6.09, -1.58, -1.70], [0.46, -0.25, 2.56], [2.92, -0.96, 2.35], [1.18, 0.31, -0.12], [-3.26, -0.21, 1.20], [2.48, 0.35, -1.25], [1.72, 0.29, 1.03], [0.40, 1.75, -1.27], [0.74, 1.87, 0.83], [-1.93, 0.80, -0.63], [1.16, -1.60, -0.34], [0.87, 0.88, 1.41], [0.13, -1.85, 0.97], [-0.97, -0.65, -1.40], [0.37, -0.12, 1.92], [0.31, 1.71, -0.94], [0.23, -1.28, -0.32], [-0.25, 0.58, 0.70], [-1.30, -0.55, 1.61], [-0.78, -1.69, -1.22], [1.57, 0.90, 0.41], [0.56, -1.34, -1.70], [-0.51, -1.97, -0.31], [-1.49, 0.83, 1.00], [0.22, 1.67, -0.08], [0.29, 1.80, -0.77], [-0.24, -2.20, 0.30], [-2.05, 0.31, -0.71], [0.74, 0.60, -1.84], [0.15, 0.20, -0.03], [0.16, -0.07, 0.06], [-0.30, -0.07, 0.12], [0.03, 0.10, -0.06], [0.02, -0.16, -0.18], [-0.06, -0.02, -0.10], [-0.05, 0.06, 0.05], [0.01, -0.11, -0.02], [-0.05, 0.22, 0.11], [0.07, 0.03, -0.07], [0.01, -0.01, -0.08], [-0.06, -0.24, 0.05], [0.03, 0.10, 0.02], [-0.05, -0.09, 0.03], [0.06, 0.05, 0.05], [-0.14, 0.09, 0.12], [0.04, 0.04, 0.11], [0.03, -0.37, -0.18], [-0.13, 0.17, -0.02], [0.21, 0.10, -0.05], [0.06, 0.05, -0.07], [-0.09, -0.05, -0.02], [0.11, 0.00, -0.04], [-0.20, -0.06, -0.06], [-0.01, 0.03, 0.07], [0.05, 0.07, 0.00], [0.20, -0.13, -0.06], [-0.10, 0.01, 0.05], [0.08, -0.08, -0.04], [-0.07, -0.03, 0.11], [0.03, 0.10, -0.14], [0.06, 0.08, -0.18], [-0.07, -0.27, 0.14], [0.12, 0.13, -0.01], [-0.10, 0.07, 0.20], [0.02, 0.01, 0.10], [0.05, 0.00, -0.04], [-0.07, -0.03, 0.10], [0.22, -0.08, -0.11], [-0.03, 0.08, -0.01], [-0.01, 0.06, 0.04], [-0.18, -0.15, 0.13], [0.05, 0.05, -0.09], [-0.05, -0.09, 0.05], [-0.02, 0.01, -0.12], [0.16, 0.16, 0.00], [0.09, 0.00, 0.06], [-0.19, -0.05, 0.10], [-0.03, 0.03, -0.07], [0.02, -0.13, -0.19], [-0.08, -0.03, -0.10], [-0.04, 0.06, 0.06], [-0.02, -0.10, -0.04], [-0.07, 0.21, 0.12], [0.08, 0.02, -0.04], [0.02, 0.00, -0.08], [-0.06, -0.24, 0.05], [0.04, 0.10, 0.03], [-0.05, -0.09, 0.03], [0.08, 0.04, 0.07]],
  "lowdin_charge": [0.21, -0.07, -0.19, -0.12, -0.14, -0.17, -0.21, -0.27, -0.04, -0.10, -0.14, -0.07, -0.34, 0.04, 0.01, -0.23, -0.02, -0.04, 0.11, 0.15, 0.16, 0.13, 0.13, 0.08, 0.12, 0.12, 0.10, 0.12, 0.12, 0.07, 0.07, 0.13, 0.16, 0.11, 0.13, 0.13, 0.11, 0.13, 0.18, 0.11, 0.12, 0.10, -0.07, -0.28, -0.17, -0.27, -0.08, 0.09, 0.08, 0.07, 0.09, 0.11, 0.11, 0.12, 0.07, 0.08, 0.07, -0.07, -0.28, -0.19, -0.28, -0.08, 0.08, 0.08, 0.07, 0.11, 0.11, 0.11, 0.12, 0.07, 0.08, 0.08, -0.08, -0.29, -0.17, -0.27, -0.08, 0.09, 0.07, 0.07, 0.09, 0.10, 0.11, 0.12, 0.07, 0.08, 0.08, -0.08, -0.28, -0.17, -0.28, -0.08, 0.08, 0.08, 0.07, 0.11, 0.11, 0.11, 0.12, 0.07, 0.08, 0.08],
  "spin_multiplicity": 1,
  "charge": 1,
  "homo_lumo_gap_ha": 0.3034,
  "homo_ev": -11.05,
  "energy_ha": -1803.58148
}

---

No. 2
{
  "formula": "C29H64IN2O9P2S",
  "method": "ωB97M-V/def2-TZVPD",
  "elements": ["C", "C", "C", "C", "C", "C", "C", "C", "C", "C", "C", "N", "C", "C", "N", "S", "C", "C", "C", "O", "I", "C", "H", "H", "H", "H", "H", "H", "H", "H", "H", "H", "H", "H", "H", "H", "H", "H", "H", "H", "H", "H", "H", "H", "H", "H", "H", "H", "H", "H", "H", "H", "H", "H", "H", "H", "O", "P", "O", "C", "C", "O", "C", "C", "O", "C", "C", "H", "H", "H", "H", "H", "H", "H", "H", "H", "H", "H", "H", "H", "H", "H", "O", "P", "O", "C", "C", "O", "C", "C", "O", "C", "C", "H", "H", "H", "H", "H", "H", "H", "H", "H", "H", "H", "H", "H", "H", "H"],
  "positions_angstrom": [[1.301, -2.601, 2.514], [1.466, -1.089, 2.142], [1.064, -0.731, 0.671], [1.977, 0.431, 0.107], [2.187, 0.315, -1.438], [1.338, 1.331, -2.269], [-0.130, 1.462, -1.755], [-0.450, 2.819, -1.015], [-1.042, 2.663, 0.422], [-2.604, 2.788, 0.494], [-3.200, 1.641, 1.391], [-3.908, 0.602, 0.639], [-3.053, -0.078, -0.324], [-3.851, -1.098, -1.204], [-5.092, -1.624, -0.531], [-5.453, -3.215, -1.267], [-4.887, -1.733, 0.934], [-6.132, -2.297, 1.698], [-5.751, -3.499, 2.610], [-6.071, -4.570, 2.346], [-4.605, -3.187, 4.424], [-4.518, -0.359, 1.590], [0.301, -2.728, 2.966], [1.397, -3.228, 1.609], [2.112, -2.887, 3.204], [2.496, -0.744, 2.351], [0.798, -0.493, 2.800], [0.025, -0.353, 0.704], [1.188, -1.619, 0.024], [2.945, 0.386, 0.636], [1.457, 1.379, 0.358], [1.985, -0.738, -1.723], [3.252, 0.487, -1.700], [1.838, 2.314, -2.345], [1.276, 0.912, -3.296], [-0.803, 1.413, -2.641], [-0.441, 0.622, -1.104], [-1.155, 3.393, -1.650], [0.486, 3.405, -0.982], [-0.708, 1.710, 0.883], [-0.582, 3.459, 1.044], [-2.945, 3.786, 0.810], [-3.019, 2.609, -0.523], [-2.418, 1.256, 2.082], [-3.966, 2.131, 2.033], [-2.588, 0.608, -1.051], [-2.253, -0.635, 0.226], [-3.207, -1.904, -1.589], [-4.207, -0.528, -2.087], [-5.902, -1.016, -0.704], [-5.095, -2.956, -2.564], [-3.999, -2.383, 1.076], [-6.911, -2.696, 1.015], [-6.638, -1.508, 2.285], [-5.407, 0.164, 1.991], [-3.818, -0.565, 2.435], [0.905, 4.361, 3.050], [2.174, 4.450, 3.854], [2.176, 2.995, 4.610], [2.461, 1.830, 3.842], [3.954, 1.673, 3.611], [1.601, 5.387, 5.086], [0.575, 6.352, 4.848], [-0.752, 5.841, 5.369], [3.718, 4.751, 4.385], [4.216, 6.103, 4.305], [4.318, 6.693, 5.695], [1.920, 1.863, 2.890], [2.086, 0.976, 4.408], [4.334, 2.472, 2.970], [4.173, 0.717, 3.133], [4.497, 1.732, 4.555], [0.513, 6.611, 3.790], [0.854, 7.263, 5.384], [-1.014, 4.883, 4.918], [-1.551, 6.555, 5.162], [-0.698, 5.679, 6.447], [3.585, 6.717, 3.658], [5.209, 6.053, 3.854], [3.336, 6.945, 6.092], [4.919, 7.604, 5.683], [4.764, 5.979, 6.389], [0.965, -4.597, -3.167], [1.389, -4.744, -4.601], [2.836, -3.983, -4.593], [3.947, -4.623, -3.962], [4.552, -5.689, -4.857], [0.459, -3.526, -5.234], [-0.796, -3.208, -4.650], [-0.672, -1.939, -3.831], [1.657, -5.294, -6.144], [0.537, -5.812, -6.891], [0.169, -4.845, -7.997], [3.641, -5.051, -3.001], [4.687, -3.849, -3.760], [3.857, -6.520, -4.999], [5.472, -6.081, -4.421], [4.772, -5.281, -5.845], [-1.175, -4.034, -4.046], [-1.510, -3.053, -5.465], [0.102, -2.035, -3.068], [-1.619, -1.694, -3.340], [-0.383, -1.101, -4.469], [-0.315, -6.010, -6.236], [0.853, -6.762, -7.326], [-0.340, -3.967, -7.603], [-0.495, -5.323, -8.719], [1.061, -4.487, -8.513]],
  "forces_ev_per_a": [[0.15, 0.86, -0.34], [-0.53, -0.06, -0.07], [1.14, 0.63, 0.65], [-0.68, -0.59, -0.20], [0.30, 0.59, 0.22], [-0.38, -1.33, -0.12], [-0.55, 0.74, -0.35], [0.11, -0.45, -0.09], [0.20, 0.97, -0.14], [0.41, -1.59, -0.44], [-0.65, 1.92, 0.42], [-0.05, -0.61, -0.35], [0.23, -1.21, 0.31], [0.46, 2.13, -0.65], [0.27, -0.16, -0.79], [-0.46, -0.65, -0.06], [0.25, 0.16, 2.13], [-0.08, -0.16, -0.05], [0.46, 2.96, 0.27], [-0.86, -3.10, -0.77], [-0.06, 0.37, -0.32], [0.31, 0.79, -0.69], [0.59, -0.37, -0.13], [-0.12, 0.19, 0.44], [-0.62, -0.06, -0.07], [-0.45, -0.27, -0.21], [0.55, -0.27, -0.13], [0.28, -0.61, -0.38], [-0.36, 0.36, 0.25], [-0.39, 0.16, -0.26], [0.65, -0.26, -0.09], [-0.09, 0.62, -0.09], [-0.52, -0.11, 0.23], [-0.30, -0.42, 0.20], [0.23, 0.42, 0.43], [0.37, -0.08, 0.45], [0.52, 0.27, -0.35], [0.35, -0.11, 0.43], [-0.45, -0.20, 0.11], [-0.21, 0.41, -0.36], [-0.34, -0.49, -0.14], [0.22, -0.48, 0.02], [0.15, 0.36, 0.50], [-0.30, -0.17, -0.43], [0.35, -0.54, -0.18], [-0.14, -0.17, 0.63], [-0.11, 0.28, -0.48], [-0.42, 0.10, 0.61], [0.00, -0.48, 0.41], [0.40, 0.09, -0.03], [-0.08, 0.36, 0.73], [-0.61, 0.07, -0.31], [0.54, 0.06, 0.24], [0.51, -0.36, -0.17], [0.36, -0.50, -0.08], [-0.47, -0.12, -0.37], [2.61, 0.64, -2.69], [-3.09, -1.39, 7.12], [0.47, 0.43, -0.77], [0.21, -0.27, -0.08], [0.03, 0.11, -0.08], [0.60, 0.47, -0.74], [-0.39, -0.03, 0.15], [-0.11, -0.12, 0.09], [-0.62, -0.01, -3.12], [0.43, 0.34, 0.16], [-0.28, 0.06, 0.20], [-0.05, 0.00, 0.04], [-0.09, 0.13, 0.07], [0.02, -0.06, -0.03], [0.00, 0.02, 0.00], [-0.06, -0.06, 0.00], [-0.04, -0.13, 0.01], [0.12, -0.08, 0.04], [0.07, 0.08, -0.14], [0.03, 0.01, 0.03], [0.01, 0.08, -0.02], [-0.01, 0.00, 0.03], [-0.09, -0.09, -0.10], [-0.01, -0.05, -0.05], [0.07, -0.08, -0.06], [0.13, 0.02, -0.13], [-0.19, -3.71, -0.54], [1.42, 7.46, -1.51], [-0.41, -0.94, -0.03], [0.38, -0.20, 0.04], [-0.11, -0.08, -0.04], [-0.43, -0.88, -0.21], [-0.03, 0.30, 0.13], [0.14, 0.16, 0.11], [-0.63, -2.02, 2.34], [-0.14, -0.17, -0.52], [-0.13, 0.31, 0.07], [-0.03, 0.08, 0.00], [-0.16, 0.10, -0.03], [0.06, -0.03, 0.02], [-0.03, 0.01, 0.02], [0.04, 0.04, 0.06], [0.12, 0.05, 0.08], [0.11, -0.01, -0.09], [-0.08, -0.15, 0.03], [-0.02, 0.04, -0.04], [-0.10, -0.02, -0.02], [0.00, 0.02, -0.01], [0.04, -0.01, 0.16], [0.04, -0.03, 0.05], [0.09, -0.08, 0.01], [0.01, -0.18, -0.02]],
  "lowdin_charge": [-0.10, -0.25, -0.20, -0.18, -0.19, -0.19, -0.21, -0.18, -0.19, -0.14, -0.19, -0.17, -0.15, -0.15, -0.37, 0.94, -0.30, -0.14, -0.85, 0.06, 0.84, -0.13, 0.07, 0.07, 0.07, 0.08, 0.10, 0.06, 0.10, 0.10, 0.09, 0.09, 0.11, 0.11, 0.10, 0.10, 0.07, 0.11, 0.10, 0.08, 0.10, 0.11, 0.10, 0.13, 0.13, 0.11, 0.13, 0.10, 0.14, 0.17, -0.07, 0.16, 0.11, 0.12, 0.13, 0.12, -0.23, 0.62, -0.20, -0.30, -0.07, -0.23, -0.30, -0.08, -0.21, -0.27, -0.07, 0.09, 0.11, 0.07, 0.06, 0.09, 0.10, 0.11, 0.07, 0.08, 0.08, 0.11, 0.12, 0.06, 0.08, 0.09, -0.23, 0.62, -0.21, -0.29, -0.08, -0.22, -0.31, -0.07, -0.20, -0.27, -0.07, 0.11, 0.12, 0.07, 0.08, 0.08, 0.10, 0.11, 0.07, 0.05, 0.08, 0.11, 0.12, 0.06, 0.08, 0.09],
  "spin_multiplicity": 1,
  "charge": 1,
  "homo_lumo_gap_ha": 0.2997,
  "homo_ev": -11.67,
  "energy_ha": -3308.34359
}